A molecular structure, C17H21FeN5O2S, computed with the ωB97M-V functional and the def2-TZVPD basis.

Positions of all 47 atoms, in Å:
Fe: -0.382 0.423 0.761
C: 4.770 2.595 0.233
C: 3.910 3.555 -0.286
C: 2.537 3.413 -0.174
C: 1.988 2.286 0.459
C: 2.860 1.325 0.982
C: 4.232 1.486 0.873
N: 0.604 2.095 0.530
N: -0.091 3.183 0.227
C: -1.398 2.943 0.102
C: -2.304 3.996 -0.182
C: -3.634 3.722 -0.293
C: -4.094 2.399 -0.119
C: -3.171 1.426 0.148
N: -1.850 1.666 0.247
H: 5.843 2.718 0.152
H: 4.312 4.429 -0.783
H: 1.872 4.160 -0.579
H: 2.459 0.471 1.506
H: 4.885 0.739 1.308
H: -1.903 4.993 -0.296
H: -4.337 4.517 -0.504
H: -5.145 2.154 -0.176
H: -3.461 0.398 0.321
N: 2.970 -0.303 -1.821
C: 1.838 -0.888 -1.402
O: 0.884 -0.210 -1.023
C: 1.791 -2.399 -1.447
C: 1.121 -2.982 -0.254
H: 3.067 0.693 -1.678
H: 3.786 -0.842 -2.043
H: 2.808 -2.802 -1.553
H: 1.272 -2.681 -2.372
H: 1.220 -2.492 0.708
H: 0.970 -4.053 -0.230
C: -3.629 -2.709 0.122
S: -1.886 -2.362 -0.071
C: -1.960 -1.710 -1.741
O: -1.627 -1.190 0.836
H: -4.219 -1.806 -0.027
H: -3.779 -3.090 1.131
H: -3.905 -3.472 -0.606
H: -2.145 -2.539 -2.425
H: -0.991 -1.254 -1.935
H: -2.746 -0.959 -1.818
N: 0.920 -0.578 3.493
C: 0.488 -0.188 2.493

Summary:
relative energy (zero: lowest compared OMol25 entry of this formula, charge and spin) = 0.0000 eV
orbital gap (alpha / beta) = 0.227 / 0.275 Ha
2S+1 = 5
F_max = 0.52 eV/Å

Atomic partial charges in e from the Löwdin method, atoms 1 to 6: atom 1 (Fe): 0.5466, atom 2 (C): -0.1133, atom 3 (C): -0.1005, atom 4 (C): -0.0334, atom 5 (C): -0.2612, atom 6 (C): -0.0591